Run one
Density functional theory data (ωB97M-V/def2-TZVPD) for C2HN3O3 in the gas phase.

SMILES string: O=COc1nnno1
Kohn-Sham gap, Ha: 0.43899
Highest occupied orbital energy, eV: -11.70
Spin multiplicity: 1
Net charge: 0

Element x y z (Å)
O1 -0.8197 -0.5915 0.7790
O2 -1.4688 0.8839 -0.8811
O3 0.9960 -0.8673 -0.5345
N1 2.1248 -0.3545 -0.6603
N2 1.0538 0.8125 0.8162
N3 2.2471 0.7669 0.0646
C1 -1.7222 -0.0459 -0.0545
C2 0.3660 -0.1767 0.4412
H1 -2.7769 -0.4273 0.0292

Run two
Density functional theory data (ωB97M-V/def2-TZVPD) for C2HN3O3 in the gas phase.

SMILES string: O=c1nnnc(O)o1
Kohn-Sham gap, Ha: 0.33248
Highest occupied orbital energy, eV: -10.67
Spin multiplicity: 1
Net charge: 0

Element x y z (Å)
O1 2.2996 -0.2750 -0.7200
O2 0.0799 0.7707 -1.0217
O3 -2.1275 -0.5444 -1.0487
N1 -0.2103 0.0864 1.7297
N2 -1.2860 0.1907 1.1021
N3 0.9720 -0.4298 1.1223
C1 -1.1043 0.1673 -0.4404
C2 1.0427 0.0248 -0.1614
H1 2.0241 0.3049 -1.7450

Run three
Density functional theory data (ωB97M-V/def2-TZVPD) for C2HN3O3 in the gas phase.

SMILES string: O=Cn1nnc(=O)o1
Kohn-Sham gap, Ha: 0.34275
Highest occupied orbital energy, eV: -10.82
Spin multiplicity: 1
Net charge: 0

Element x y z (Å)
O1 -2.9073 -0.3374 -0.2796
O2 2.7354 0.2363 -0.1944
O3 -0.5823 -0.7802 0.3995
N1 0.0051 1.3902 0.0871
N2 -1.2401 1.3007 -0.0148
N3 0.4007 0.1775 0.5826
C1 -1.7296 0.0588 0.0637
C2 1.7495 -0.4161 -0.1159
H1 1.5687 -1.6299 -0.5283

Last place for stability: run two

Run one
Density functional theory data (ωB97M-V/def2-TZVPD) for CH4N2OS in the gas phase.

Kohn-Sham gap, Ha: 0.32033
Highest occupied orbital energy, eV: -8.83
Spin multiplicity: 1
Net charge: 0

Element x y z (Å)
S1 2.4209 -0.3156 -0.2789
O1 3.2741 0.7614 0.2551
N1 -1.6076 0.2102 0.0629
N2 -0.5759 -0.4900 -0.5364
C1 0.8441 0.0522 0.1058
H1 -0.5602 -1.4981 -0.3397
H2 -2.2454 0.5448 -0.6144
H3 -2.1084 -0.2704 0.8286
H4 0.5585 1.0055 0.5171

Run two
Density functional theory data (ωB97M-V/def2-TZVPD) for CH4N2OS in the gas phase.

SMILES string: ON/C=N\S
Kohn-Sham gap, Ha: 0.33630
Highest occupied orbital energy, eV: -8.36
Spin multiplicity: 1
Net charge: 0

Element x y z (Å)
S1 1.9506 -0.6780 0.0115
O1 -1.1358 -1.3400 -0.3189
N1 0.9908 0.5835 -0.2970
N2 -1.2551 -0.1222 0.2944
C1 -0.2889 0.8354 -0.0370
H1 3.0160 0.2801 0.1482
H2 -0.6661 -1.6944 0.4650
H3 -2.1385 0.2713 -0.1208
H4 -0.4729 1.8643 -0.1454

Last place for stability: run two

Run one
Density functional theory data (ωB97M-V/def2-TZVPD) for 2 unconnected molecules or ions with the total composition CH4N2OS.

Kohn-Sham gap, Ha: 0.33330
Highest occupied orbital energy, eV: -8.84
Spin multiplicity: 1
Net charge: 0

Element x y z (Å)
S1 2.0494 0.2525 0.1993
O1 -2.3651 0.7689 -0.4949
N1 1.0148 0.1226 -0.9397
N2 -2.3528 -1.2144 0.6457
C1 -2.3323 -0.2322 0.0502
H1 2.9014 1.6831 -0.0602
H2 1.3316 0.9947 1.2430
H3 1.4955 -0.4873 -1.6739
H4 -1.7425 -1.8879 1.0306

Run two
Density functional theory data (ωB97M-V/def2-TZVPD) for a molecular structure, CH4N2OS.

Kohn-Sham gap (alpha / beta), Ha: 0.30813 / 0.28307
Highest occupied orbital energy (alpha / beta), eV: -9.07 / -8.83
Spin multiplicity: 1
Net charge: 0

Element x y z (Å)
S1 -1.4656 0.0262 -0.2359
O1 0.6098 -0.1192 -1.1247
N1 0.9356 1.0191 -1.6201
N2 -2.0342 -1.0002 2.2000
C1 -1.1756 -0.7139 1.3072
H1 0.9267 1.0129 -2.6968
H2 1.6464 1.5131 -1.0631
H3 -1.4896 -1.1440 3.0997
H4 -0.1377 -0.6987 1.5722

Last place for stability: run two

Run one
Density functional theory data (ωB97M-V/def2-TZVPD) for 2 unconnected molecules or ions with the total composition CH4N2OS.

Kohn-Sham gap, Ha: 0.31126
Highest occupied orbital energy, eV: -7.74
Spin multiplicity: 1
Net charge: 0

Element x y z (Å)
S1 -1.2273 -0.6875 -0.2147
O1 -1.1832 0.9622 -0.0439
N1 2.0345 0.8477 -1.2734
N2 -1.0994 -1.0572 1.3791
C1 1.6212 -0.2032 -0.9880
H1 -0.5748 1.3567 -0.8802
H2 -0.2181 -1.1879 1.7754
H3 -1.6960 -1.7621 1.7167
H4 2.3429 1.7314 -1.4709

Run two
Density functional theory data (ωB97M-V/def2-TZVPD) for a molecular structure, CH4N2OS.

Kohn-Sham gap, Ha: 0.29458
Highest occupied orbital energy, eV: -8.56
Spin multiplicity: 1
Net charge: 0

Element x y z (Å)
S1 1.1394 0.7310 1.4770
O1 -1.4108 0.2465 -1.5199
N1 -0.0713 0.1432 0.3536
N2 -0.6386 -1.0463 -1.6719
C1 -0.0650 -0.9533 -0.3914
H1 0.5362 -1.6595 -0.0711
H2 -2.0734 0.2338 -2.1829
H3 -1.0889 0.6136 0.0172
H4 1.0424 -0.8146 2.3403

Last place for stability: run two

Run one
Density functional theory data (ωB97M-V/def2-TZVPD) for 2 unconnected molecules or ions with the total composition CH4N2OS.

Kohn-Sham gap (alpha / beta), Ha: 0.34448 / 0.27749
Highest occupied orbital energy (alpha / beta), eV: -9.39 / -8.60
Spin multiplicity: 1
Net charge: 0

Element x y z (Å)
S1 0.5541 -3.0055 -1.8468
O1 0.7193 -4.3999 -1.4621
N1 0.4291 0.5784 -1.0808
N2 0.2432 1.0234 0.1951
C1 0.1470 -1.9840 -0.6122
H1 0.2392 -2.0402 0.3756
H2 -0.3019 0.9381 -1.6932
H3 -0.7451 1.2247 0.5564
H4 0.8352 0.5110 0.8419

Run two
Density functional theory data (ωB97M-V/def2-TZVPD) for a molecular structure, CH4N2OS.

Kohn-Sham gap (alpha / beta), Ha: 0.31059 / 0.31057
Highest occupied orbital energy (alpha / beta), eV: -9.08 / -9.07
Spin multiplicity: 1
Net charge: 0

Element x y z (Å)
S1 0.6083 -2.6521 -0.9488
O1 1.8549 -0.6336 -0.0075
N1 -0.5525 -0.0266 -0.4862
N2 0.8999 -1.2144 -0.3871
C1 -0.3758 1.0018 0.4082
H1 -1.1454 1.7069 0.0570
H2 0.5897 1.3761 0.3155
H3 -0.3841 0.9005 1.4189
H4 -1.4949 -0.4586 -0.3700

Last place for stability: run one